Below is one molecule with the formula C23H29N3O6S, with properties calculated with ωB97M-V/def2-TZVPD.

Values from the calculation:
Gap between HOMO and LUMO (eV): 9.1234
SMILES: COc1ccccc1Oc1ccc(S(=O)(=O)N2CCCCC2)cc1NC(=O)CCNC(C)=O
Energy (a.u.): -1907.76446
E_HOMO (eV): -8.56
LUMO (eV): 0.6

Cartesian coordinates (Å):
1 C 4.0975 -1.3375 0.4838
2 O 3.3547 -0.6680 1.4778
3 C 2.8568 -1.3776 2.5229
4 C 3.2025 -2.6851 2.8378
5 C 2.6749 -3.3078 3.9578
6 C 1.7945 -2.6364 4.7838
7 C 1.4115 -1.3435 4.4668
8 C 1.9176 -0.7168 3.3403
9 O 1.4964 0.5720 3.0819
10 C 1.3347 0.9596 1.7789
11 C 1.7346 2.2426 1.4259
12 C 1.5850 2.6842 0.1239
13 C 1.0604 1.8288 -0.8254
14 S 0.7744 2.4254 -2.4914
15 O 1.5954 3.5811 -2.7075
16 O 0.8632 1.3345 -3.4163
17 N -0.8057 2.9377 -2.4773
18 C -1.8095 1.8979 -2.4629
19 C -3.1532 2.4842 -2.8886
20 C -3.5244 3.6438 -1.9683
21 C -2.4115 4.6883 -1.9910
22 C -1.0881 4.0403 -1.5904
23 C 0.6345 0.5598 -0.4924
24 C 0.7389 0.1228 0.8192
25 N 0.2423 -1.1340 1.2072
26 C 0.3937 -2.2926 0.5209
27 O 1.0347 -2.4014 -0.5006
28 C -0.3520 -3.4624 1.1475
29 C -1.8357 -3.3581 0.7541
30 N -1.9900 -3.1784 -0.6701
31 C -2.1194 -1.9396 -1.2136
32 C -2.0154 -1.9150 -2.7181
33 O -2.3231 -0.9523 -0.5356
34 H 5.0313 -1.7431 0.8844
35 H 3.5061 -2.1325 0.0219
36 H 4.3213 -0.5789 -0.2638
37 H 3.8968 -3.2217 2.2118
38 H 2.9656 -4.3223 4.1834
39 H 1.3950 -3.1145 5.6643
40 H 0.7120 -0.8009 5.0838
41 H 2.1763 2.8698 2.1838
42 H 1.9013 3.6694 -0.1781
43 H -1.4707 1.1382 -3.1671
44 H -1.9037 1.4448 -1.4645
45 H -3.0768 2.8446 -3.9155
46 H -3.9154 1.7049 -2.8463
47 H -4.4673 4.0919 -2.2871
48 H -3.6533 3.2695 -0.9500
49 H -2.6370 5.5072 -1.3061
50 H -2.3140 5.0944 -2.9984
51 H -0.2598 4.7431 -1.6883
52 H -1.1459 3.6962 -0.5441
53 H 0.2277 -0.0854 -1.2512
54 H -0.2435 -1.1628 2.0919
55 H 0.0715 -4.3848 0.7470
56 H -0.2448 -3.4630 2.2325
57 H -2.3724 -4.2581 1.0666
58 H -2.2937 -2.4839 1.2238
59 H -1.6527 -3.9234 -1.2599
60 H -2.3940 -2.8335 -3.1584
61 H -0.9661 -1.7994 -2.9888
62 H -2.5640 -1.0627 -3.1082

Below is one molecule with the formula C23H29N3O6S in a non-equilibrium geometry, with properties calculated with ωB97M-V/def2-TZVPD.

Values from the calculation:
Gap between HOMO and LUMO (eV): 8.5001
SMILES: COc1ccc(CNC(=O)OCCN2CCN(S(=O)(=O)c3ccc(C)cc3)CCC2=O)cc1
Energy (a.u.): -1907.76663
E_HOMO (eV): -8.09
LUMO (eV): 0.4

Cartesian coordinates (Å):
1 C 0.7190 4.0108 0.6715
2 O 0.9685 4.4018 -0.6599
3 C 0.4153 3.6618 -1.6572
4 C 0.8024 3.9983 -2.9566
5 C 0.3186 3.2922 -4.0354
6 C -0.5735 2.2393 -3.8558
7 C -1.0531 1.4610 -5.0615
8 N -1.7115 0.2162 -4.7376
9 C -1.0012 -0.9095 -4.5104
10 O 0.1668 -1.0646 -4.7501
11 O -1.8204 -1.8763 -4.0038
12 C -1.2267 -3.1485 -3.7612
13 C -1.4281 -3.5800 -2.3071
14 N -0.6483 -2.7919 -1.3761
15 C -1.1618 -1.4996 -0.9777
16 C -1.5970 -1.4741 0.4946
17 N -0.5074 -1.2953 1.4248
18 S 0.0390 0.2794 1.6067
19 O 1.1577 0.5785 0.7530
20 O -1.1110 1.1333 1.5022
21 C 0.5943 0.2463 3.3009
22 C 1.9188 0.4857 3.6082
23 C 2.3224 0.4567 4.9325
24 C 1.4086 0.1914 5.9463
25 C 1.8339 0.1737 7.3810
26 C 0.0764 -0.0428 5.6104
27 C -0.3338 -0.0156 4.2911
28 C 0.5451 -2.2856 1.4182
29 C 1.2834 -2.4540 0.0842
30 C 0.5132 -3.3090 -0.9064
31 O 0.9040 -4.4132 -1.2336
32 C -0.9760 1.9319 -2.5673
33 C -0.4911 2.6253 -1.4702
34 H 1.3241 4.6728 1.2897
35 H -0.3363 4.1296 0.9358
36 H 1.0129 2.9717 0.8428
37 H 1.4995 4.8105 -3.0903
38 H 0.6415 3.5514 -5.0332
39 H -1.7436 2.0691 -5.6551
40 H -0.1897 1.2083 -5.6837
41 H -2.6605 0.2443 -4.4012
42 H -1.7081 -3.8713 -4.4273
43 H -0.1588 -3.0890 -3.9941
44 H -1.0905 -4.6150 -2.2134
45 H -2.4871 -3.5107 -2.0445
46 H -2.0267 -1.2865 -1.6068
47 H -0.4173 -0.7129 -1.1409
48 H -2.2656 -0.6283 0.6628
49 H -2.1169 -2.4043 0.7477
50 H 2.6115 0.6909 2.8070
51 H 3.3570 0.6421 5.1802
52 H 2.9164 0.1406 7.4681
53 H 1.4104 -0.6856 7.8965
54 H 1.4767 1.0717 7.8844
55 H -0.6395 -0.2465 6.3929
56 H -1.3603 -0.1890 4.0110
57 H 1.2559 -1.9678 2.1855
58 H 0.1122 -3.2432 1.7281
59 H 1.5072 -1.4708 -0.3318
60 H 2.2248 -2.9733 0.2711
61 H -1.6793 1.1302 -2.3953
62 H -0.8160 2.3374 -0.4839

Below is C23H30F2N3PtS3 as an isolated structure in a non-equilibrium geometry, with properties calculated with ωB97M-V/def2-TZVPD.

Values from the calculation:
Gap between HOMO and LUMO (eV): 7.2250
Energy (a.u.): -2572.09822
Total charge: +1
E_HOMO (eV): -10.12
LUMO (eV): -2.9

Cartesian coordinates (Å):
1 Pt -0.0835 -0.1717 -0.5854
2 F 4.9601 -1.7999 -1.2391
3 C 4.0991 -0.7800 -1.1862
4 C 2.7461 -1.0548 -1.0739
5 C 1.8447 0.0028 -1.0284
6 C 2.3153 1.3219 -1.0981
7 C 3.6876 1.5340 -1.1721
8 F 4.1713 2.7876 -1.1743
9 C 4.6018 0.5063 -1.2206
10 C 1.2855 2.3426 -1.0784
11 C 1.4519 3.7063 -1.3085
12 C 0.3515 4.5388 -1.2932
13 C -0.9095 4.0107 -1.0514
14 C -1.0152 2.6579 -0.8230
15 N 0.0505 1.8433 -0.8292
16 H 2.4319 -2.0880 -1.0137
17 H 5.6625 0.7029 -1.2765
18 H 2.4341 4.1077 -1.4961
19 H 0.4764 5.5994 -1.4675
20 H -1.7932 4.6315 -1.0400
21 H -1.9690 2.1982 -0.6132
22 C -3.1535 -1.0129 -3.4233
23 C -3.5901 -0.2992 -2.1438
24 S -2.5722 -0.2706 -0.6295
25 C -2.8176 -1.8561 0.1755
26 C -1.8974 -2.9876 -0.2545
27 S -0.2451 -2.5468 -0.8710
28 C -0.4037 -2.2927 -2.6928
29 C -1.3195 -3.1931 -3.4917
30 S -3.0947 -2.8258 -3.2954
31 H -2.2080 -0.6327 -3.8039
32 H -3.9167 -0.7981 -4.1723
33 H -4.5511 -0.6882 -1.8063
34 H -3.7192 0.7633 -2.3611
35 H -3.8603 -2.1534 0.0584
36 H -2.6509 -1.6165 1.2261
37 H -2.3509 -3.6043 -1.0217
38 H -1.6947 -3.6223 0.6099
39 H 0.6311 -2.4180 -3.0191
40 H -0.6664 -1.2603 -2.8603
41 H -1.2144 -4.2502 -3.2416
42 H -1.0651 -3.0730 -4.5448
43 C 0.3688 -1.2485 2.5953
44 C 0.5550 -1.0980 4.1315
45 N 0.6273 0.3180 4.4797
46 C -0.6079 0.9838 4.0806
47 C -0.7919 0.8545 2.5420
48 N 0.3236 0.0820 1.9678
49 C 1.5867 0.7814 2.2548
50 C 1.7581 0.9377 3.7927
51 H -0.5602 -1.7763 2.3589
52 H 1.1964 -1.8005 2.1439
53 H 1.4719 -1.5865 4.4632
54 H -0.2781 -1.5444 4.6762
55 H -0.5555 2.0306 4.3815
56 H -1.4376 0.5210 4.6166
57 H -0.8032 1.8346 2.0593
58 H -1.7288 0.3454 2.2990
59 H 1.5568 1.7538 1.7572
60 H 2.4017 0.2003 1.8189
61 H 1.8001 1.9898 4.0769
62 H 2.6775 0.4623 4.1358

Below is a 2-piece molecular cluster, C23H30F3Si overall in a non-equilibrium geometry, with properties calculated with ωB97M-V/def2-TZVPD.

Values from the calculation:
Gap between HOMO and LUMO (eV): 5.2411
Energy (a.u.): -1483.24121
Total charge: +1
E_HOMO (eV): -11.46
LUMO (eV): -6.2

Cartesian coordinates (Å):
1 C 1.0267 2.0323 0.5474
2 C 0.6697 0.5491 0.4104
3 Si 0.3158 -0.3221 2.0326
4 C -0.0673 -2.1324 1.7562
5 C -0.0729 -2.5809 0.2941
6 C 1.8287 -0.1835 3.1352
7 C 3.0874 -0.8390 2.5565
8 C -1.1586 0.5111 2.8842
9 C -2.4076 0.4716 2.0547
10 C -3.3788 -0.4455 2.2340
11 H 1.2158 2.4595 -0.4460
12 H 0.2141 2.6152 1.0003
13 H 1.9334 2.1898 1.1470
14 H -0.2203 0.4298 -0.2263
15 H 1.4817 0.0079 -0.1019
16 H 0.6679 -2.7149 2.3321
17 H -1.0471 -2.3235 2.2175
18 H -0.3185 -3.6492 0.2340
19 H -0.8202 -2.0372 -0.2992
20 H 0.9061 -2.4448 -0.1852
21 H 2.0056 0.8836 3.3380
22 H 1.5646 -0.6432 4.1000
23 H 3.9285 -0.7160 3.2511
24 H 2.9561 -1.9177 2.3975
25 H 3.3923 -0.3925 1.6002
26 H -1.2828 -0.0378 3.8316
27 H -0.8293 1.5427 3.0938
28 H -2.4986 1.2695 1.3074
29 H -4.2798 -0.4704 1.6180
30 H -3.2488 -1.2525 2.9611
31 F -7.1786 5.8306 -0.1755
32 C -6.3632 6.0669 0.8984
33 F -5.1784 6.5295 0.4036
34 F -6.9302 7.1018 1.6030
35 C -6.1986 4.8473 1.7551
36 C -4.9705 4.5760 2.3604
37 C -4.8416 3.4370 3.1310
38 C -5.9293 2.5273 3.3353
39 C -5.6527 1.3524 4.0872
40 C -6.5163 0.2794 4.4366
41 C -6.0222 -0.6563 5.4003
42 C -6.7716 -1.7472 5.8098
43 C -8.0641 -1.9467 5.2928
44 C -8.5737 -1.0541 4.3384
45 C -7.8101 0.0193 3.8901
46 C -7.1870 2.9084 2.7756
47 C -7.3018 4.0254 1.9651
48 H -4.1273 5.2496 2.2207
49 H -3.8802 3.2090 3.5988
50 H -4.6654 1.3347 4.5548
51 H -5.0176 -0.4880 5.7935
52 H -6.3542 -2.4492 6.5355
53 H -8.6620 -2.7956 5.6275
54 H -9.5772 -1.2052 3.9309
55 H -8.2058 0.6352 3.0892
56 H -8.0914 2.3425 2.9743
57 H -8.2557 4.2667 1.4975